Arrangement P

DFT (ωB97M-V/def2-TZVPD) results for 2 unconnected molecules or ions with the total composition C3H2F2.

Geometry as ORCA input:
```
! wB97M-V def2-TZVPD RIJCOSX def2/J DEFGRID3
* xyz 0 1
F 2.4863 0.7060 -1.1172
F -2.5295 0.2080 0.5072
C -0.1570 0.2313 0.1313
C -1.3762 -0.1885 -0.0537
C 1.1660 0.2119 0.0703
H -1.5128 -1.1674 -0.4260
H 1.9231 -0.0013 0.8882
*
```

Results
* M: 76.05 g mol⁻¹
* gap between HOMO and LUMO: 9.782 eV
* lowest unoccupied orbital energy: -1.3 eV

Arrangement Q

DFT (ωB97M-V/def2-TZVPD) results for 2 unconnected molecules or ions with the total composition C3H2F2.

Geometry as ORCA input:
```
! wB97M-V def2-TZVPD RIJCOSX def2/J DEFGRID3
* xyz 0 1
F -1.5664 0.8404 -2.6994
F -0.7769 -1.7540 -1.1930
C -0.1591 -0.5802 -1.3273
C 2.3248 -0.9911 0.7284
C -0.4790 0.5194 -1.9130
H 0.1690 1.2791 -1.7427
H 1.9057 -0.3453 -0.1976
*
```

Results
* M: 76.05 g mol⁻¹
* gap between HOMO and LUMO (spin up / spin down): 9.266 / 8.022 eV
* lowest unoccupied orbital energy (spin up / spin down): -1.2 / -1.7 eV

Most stable: arrangement P

Arrangement P

DFT (ωB97M-V/def2-TZVPD) results for C5H10FNO in the gas phase.

Geometry as ORCA input:
```
! wB97M-V def2-TZVPD RIJCOSX def2/J DEFGRID3
* xyz 0 1
F 0.3491 2.7078 -0.1690
O -1.4922 0.6831 0.0116
N 1.6421 -1.3743 -0.4578
C 1.3209 0.6948 0.8205
C 0.7839 1.4370 -0.4068
C 0.6288 -0.5948 0.2999
C -2.4858 -0.3290 0.1241
C -0.2740 0.3220 -0.6376
H 1.1425 -2.0056 -1.0798
H -0.4822 -0.0168 -1.6844
H 0.0518 -1.1660 1.0015
H 2.4564 0.6780 0.9503
H 2.1635 -1.9693 0.2317
H -2.0751 -1.2637 0.5108
H 0.8985 1.0738 1.7359
H -2.9265 -0.4473 -0.8342
H 1.5139 1.4747 -1.2327
H -3.2155 0.0957 0.8160
*
```

Results
* M: 119.14 g mol⁻¹
* gap between HOMO and LUMO: 10.544 eV
* structure (SMILES): CO[C@@H]1[C@@H](N)C[C@@H]1F
* lowest unoccupied orbital energy: 0.9 eV

Arrangement Q

DFT (ωB97M-V/def2-TZVPD) results for C5H10FNO in the gas phase.

Geometry as ORCA input:
```
! wB97M-V def2-TZVPD RIJCOSX def2/J DEFGRID3
* xyz 0 1
F 3.2001 -1.0788 -0.0955
O 2.5126 0.8691 -0.9379
N 1.0335 -0.6481 0.2188
C -0.5420 0.4912 -1.4451
C -0.2786 -0.0505 0.0533
C -0.4910 1.1047 0.9806
C -1.2724 -1.2074 0.3155
C 2.2941 -0.1053 -0.2778
H -1.1443 -1.9900 -0.5213
H -1.4277 1.1959 -1.4052
H 0.3458 1.8713 0.8563
H -1.4107 1.7434 0.9846
H 0.3523 1.1612 -1.7391
H -0.4162 0.9210 2.0999
H 1.2286 -1.2146 1.1026
H -1.1378 -1.7187 1.3545
H -2.3970 -0.9182 0.4617
H -0.4494 -0.4261 -2.0058
*
```

Results
* M: 119.14 g mol⁻¹
* gap between HOMO and LUMO: 10.875 eV
* structure (SMILES): CC(C)(C)NC(=O)F
* lowest unoccupied orbital energy: 0.7 eV

Most stable: arrangement Q

Arrangement P

DFT (ωB97M-V/def2-TZVPD) results for 13 unconnected molecules or ions with the total composition H26O13.

Geometry as ORCA input:
```
! wB97M-V def2-TZVPD RIJCOSX def2/J DEFGRID3
* xyz 1 2
O 1.9224 3.1203 -0.5902
O -2.7930 -1.0590 -2.5136
O 3.6288 -0.4721 2.3557
O 1.3095 -2.9424 0.3627
O 2.5324 -0.4844 -2.1829
O -1.0401 2.9891 -0.1650
O -0.1265 1.4576 2.1422
O -2.4345 -0.6983 2.7010
O 0.7439 -2.4202 -2.7332
O 0.4356 -0.4248 -0.1838
O -0.8368 0.9830 -2.2089
O -2.6757 -0.0072 0.1656
O -0.2029 -2.0647 2.9942
H -1.0656 2.5621 0.6913
H 0.1071 -1.9726 -3.2902
H -0.1867 1.1023 -2.9012
H -0.7909 3.8935 0.0252
H -2.9299 -1.2131 -3.4483
H -2.0897 -0.4107 -2.4778
H 0.0285 -0.0671 -0.9728
H 2.2376 -0.2879 -1.2936
H -3.4794 -0.3640 0.5438
H 3.3438 -0.9779 -2.0631
H -1.0468 -1.6311 2.8676
H -1.2310 1.8482 -2.0981
H 0.7294 1.5753 2.5542
H 2.2525 -3.0097 0.2132
H 0.1123 -2.2399 2.1075
H -2.6505 -0.3619 -0.7231
H 1.0823 -2.0601 0.0692
H 3.3985 -0.4233 3.2835
H -2.0887 -0.3657 1.8727
H 1.5591 3.9908 -0.4272
H 1.1567 2.5508 -0.6648
H -2.5386 0.0805 3.2476
H -0.7559 1.6584 2.8348
H 1.3764 -1.7412 -2.4982
H 0.1998 0.1923 0.5088
H 2.8063 -0.3056 1.8952
*
```

Results
* M: 234.20 g mol⁻¹
* gap between HOMO and LUMO (spin up / spin down): 11.000 / 3.330 eV
* <S²>: 0.758
* lowest unoccupied orbital energy (spin up / spin down): -3.3 / -10.4 eV

Arrangement Q

DFT (ωB97M-V/def2-TZVPD) results for 13 unconnected molecules or ions with the total composition H26O13.

Geometry as ORCA input:
```
! wB97M-V def2-TZVPD RIJCOSX def2/J DEFGRID3
* xyz 1 2
O 0.7741 -3.3490 -1.3536
O 0.6467 -2.8247 1.4935
O -0.4562 3.0964 1.9509
O 2.0247 1.5614 0.2088
O -2.3224 -1.8813 -1.1169
O 0.6318 2.9712 -2.4691
O 2.8290 -1.2711 0.8071
O -0.6270 0.3777 -0.0532
O 1.3859 0.8792 3.4967
O -0.7933 1.0917 -3.5925
O -1.6221 -2.5279 2.2097
O -3.6159 1.8547 0.1121
O 1.0292 -0.3035 -2.2281
H -1.6167 -1.3873 -1.5012
H 0.0983 2.3554 2.3407
H -0.0443 0.5111 -3.1909
H 0.8223 -3.6026 -0.4296
H 1.5658 0.3180 4.2526
H 2.6774 -1.0237 -0.1042
H 1.0885 0.1517 -1.3826
H 1.3902 -1.1859 -1.9908
H -1.5872 0.5156 -0.1522
H 0.0251 2.4378 -3.0290
H 2.5400 -0.5636 1.4874
H -0.1597 -3.1660 -1.4948
H -2.4424 -2.0025 -0.1858
H 1.2623 -2.0966 1.3057
H -4.1683 1.3332 0.7380
H 0.1428 3.8152 -2.4333
H 1.3674 2.2389 0.0885
H 0.9907 -3.6894 1.2619
H -1.3688 1.1533 -2.8077
H -2.4774 -2.6160 2.6521
H -0.2429 1.2503 0.0385
H -3.2753 2.6136 0.7568
H 2.0517 1.4641 3.1540
H 2.9033 1.8838 0.3758
H -0.9162 -2.0306 2.6092
H 0.1618 3.7880 2.2112
*
```

Results
* M: 234.20 g mol⁻¹
* gap between HOMO and LUMO (spin up / spin down): 10.585 / 2.540 eV
* <S²>: 0.757
* lowest unoccupied orbital energy (spin up / spin down): -3.2 / -10.9 eV

Most stable: arrangement P

Arrangement P

DFT (ωB97M-V/def2-TZVPD) results for 2 unconnected molecules or ions with the total composition C3H10NOS.

Geometry as ORCA input:
```
! wB97M-V def2-TZVPD RIJCOSX def2/J DEFGRID3
* xyz -1 1
S 0.4045 1.4181 -2.1348
O -0.4971 -0.4052 1.6399
N 0.1214 -2.5352 2.3355
C -1.0256 -1.6204 2.1635
C 1.6668 0.9447 -0.8151
C -1.0809 0.9902 -1.1530
H -0.7693 0.0842 -0.6587
H 1.2700 0.8238 0.1945
H -1.7349 -2.0386 1.4235
H 0.9326 -2.1193 1.9104
H 2.4626 1.6439 -0.9705
H -1.5280 -1.5227 3.1551
H 1.8787 -0.0862 -1.0240
H -1.2521 1.7883 -0.4348
H 0.0255 -3.5207 2.0960
H -1.9447 0.9651 -1.8581
*
```

Results
* M: 108.19 g mol⁻¹
* gap between HOMO and LUMO: 5.997 eV
* lowest unoccupied orbital energy: 3.4 eV

Arrangement Q

DFT (ωB97M-V/def2-TZVPD) results for 2 unconnected molecules or ions with the total composition C3H10NOS.

Geometry as ORCA input:
```
! wB97M-V def2-TZVPD RIJCOSX def2/J DEFGRID3
* xyz -1 1
S 0.7762 -2.9344 -0.2689
O -0.6407 0.7323 0.1493
N -0.5695 3.1283 0.0376
C 1.4780 -1.4769 -1.0365
C -0.0351 -2.0786 1.0996
C -1.3762 1.8314 0.0111
H -0.5308 -2.7770 1.7595
H -0.2595 3.2922 -0.9214
H 2.2556 -1.0525 -0.4150
H 0.7624 -1.6404 1.6887
H -0.6318 -1.2607 0.7063
H 0.3054 2.8188 0.4721
H -2.1047 2.0010 0.8239
H 0.7223 -0.7057 -1.1527
H -1.9834 1.8721 -0.9264
H 1.8318 -1.7501 -2.0272
*
```

Results
* M: 108.19 g mol⁻¹
* gap between HOMO and LUMO: 6.331 eV
* lowest unoccupied orbital energy: 3.4 eV

Most stable: arrangement Q

Arrangement P

DFT (ωB97M-V/def2-TZVPD) results for 2 unconnected molecules or ions with the total composition C3H10NOS.

Geometry as ORCA input:
```
! wB97M-V def2-TZVPD RIJCOSX def2/J DEFGRID3
* xyz -1 1
S 1.7000 2.2482 0.0406
O 3.4028 -0.4715 -1.0082
N -1.4677 -0.4137 -0.0584
C -1.8053 -1.4015 0.9573
C 0.2965 1.3398 -0.6460
C -0.3257 0.4107 0.4157
H 2.5047 -0.2033 -0.6996
H 0.7281 0.8876 -1.5388
H 3.3236 -0.3739 -1.9485
H -0.6360 1.0659 1.2350
H -2.4703 -2.1978 0.6068
H -0.8533 -1.8853 1.1350
H 0.5294 -0.1899 0.7392
H -2.1858 0.2882 -0.2170
H -2.1911 -1.0929 1.9422
H -0.5501 1.9894 -0.9551
*
```

Results
* M: 108.19 g mol⁻¹
* gap between HOMO and LUMO: 6.156 eV
* lowest unoccupied orbital energy: 3.7 eV

Arrangement Q

DFT (ωB97M-V/def2-TZVPD) results for 2 unconnected molecules or ions with the total composition C3H10NOS.

Geometry as ORCA input:
```
! wB97M-V def2-TZVPD RIJCOSX def2/J DEFGRID3
* xyz -1 1
S -0.5102 -0.8212 -1.5529
O -0.6033 0.2161 -4.7066
N -1.1424 0.8123 1.0459
C 0.2732 0.3466 0.9616
C 0.7426 -0.0297 2.3834
C 0.5379 -0.8124 -0.0262
H 0.7975 1.2646 0.7157
H -0.1993 -0.1062 -3.8714
H 1.5793 -0.6483 -0.3308
H -1.7369 -0.0065 1.1585
H 0.4030 -1.8112 0.3672
H -1.2746 1.1989 0.1202
H -1.4375 0.5922 -4.3897
H 0.3844 0.7872 3.0137
H 0.3539 -0.9952 2.6935
H 1.8325 0.0128 2.4180
*
```

Results
* M: 108.19 g mol⁻¹
* gap between HOMO and LUMO: 6.834 eV
* lowest unoccupied orbital energy: 4.0 eV

Most stable: arrangement Q